87
Properties=species:S:1:pos:R:3:forces:R:3:mulliken_charge:R:1 method="wB97M-V/def2-TZVPD" e_homo_ev="-12.54 / -13.74" homo_lumo_gap_ev="8.368 / 5.223" total_energy_ev=-88394.58764 charge=+2 multiplicity=5
Pt -0.33272 0.29011 0.93262 1.0 -0.2 0.4 3.00
N -0.24933 2.25301 2.62048 -0.2 -0.1 -0.1 -0.24
C -1.09420 3.35158 2.22668 0.1 0.1 0.0 0.27
C -1.60496 4.24264 3.16153 0.0 0.0 0.1 -0.49
C -2.32417 5.34860 2.73989 0.0 0.0 0.0 -0.76
C -2.52668 5.58176 1.38380 0.0 0.0 0.0 -0.87
C -2.06284 4.66820 0.45507 0.0 0.0 0.0 -0.59
C -1.36654 3.53593 0.87643 0.1 -0.1 0.0 0.21
P -0.92344 2.24355 -0.31044 -0.8 -0.1 -0.3 0.05
C 0.33210 2.96788 -1.38378 0.1 -0.1 0.0 0.98
C 0.45842 2.59439 -2.72176 0.1 0.0 0.0 -0.41
C 1.45349 3.16003 -3.50549 0.0 -0.1 0.0 -1.06
C 2.33910 4.07675 -2.95572 0.0 0.0 0.0 -0.81
C 2.23462 4.42869 -1.61667 0.0 0.0 0.0 -0.75
C 1.23606 3.87533 -0.83053 0.0 0.0 0.0 -0.97
C -2.46711 1.99378 -1.23442 0.1 0.1 0.0 1.13
C -2.77108 2.63792 -2.43089 0.0 0.1 0.0 -0.30
C -4.02448 2.47640 -3.00595 0.0 0.0 0.0 -0.75
C -4.98083 1.68653 -2.38701 0.0 0.0 0.0 -0.74
C -4.68718 1.04820 -1.18873 0.0 0.0 0.0 -0.56
C -3.43442 1.19721 -0.61615 0.0 0.1 -0.1 -1.09
H -0.41528 1.99654 3.58669 0.0 0.0 0.1 0.31
H 0.72950 2.50571 2.53422 0.1 0.0 0.0 0.25
H -1.42176 4.08177 4.21843 0.0 0.0 0.0 0.45
H -2.71549 6.04320 3.47167 0.0 0.0 0.0 0.42
H -3.06504 6.46054 1.05551 0.0 0.0 0.0 0.47
H -2.26104 4.81460 -0.60064 0.0 0.0 0.0 0.44
H -0.22446 1.87399 -3.15662 0.0 0.1 0.0 0.75
H 1.53068 2.89162 -4.55191 0.0 0.0 0.0 0.48
H 3.10881 4.51976 -3.57396 0.0 0.0 0.0 0.43
H 2.92488 5.14277 -1.18702 0.0 0.0 0.0 0.47
H 1.14432 4.16745 0.20935 0.0 0.0 0.0 0.36
H -2.04214 3.28027 -2.90908 0.0 0.0 0.0 0.50
H -4.25855 2.98186 -3.93338 0.0 0.0 0.0 0.47
H -5.96146 1.57953 -2.83237 0.0 0.0 0.0 0.43
H -5.43471 0.43906 -0.69633 0.0 0.0 0.0 0.55
H -3.21463 0.70658 0.32470 0.0 -0.1 0.0 0.27
N 0.07819 -1.20663 4.22992 0.0 -0.5 0.1 0.12
C 1.24276 -0.85349 3.57857 0.2 0.3 -0.1 0.19
N 2.44053 -1.03437 4.11818 -0.2 0.0 0.1 -0.74
N 3.27786 -0.62849 3.18615 -0.1 0.2 -0.4 -0.33
N 2.61475 -0.20737 2.13266 -0.1 -0.1 0.4 -0.76
N 1.31407 -0.34413 2.34661 -0.1 -0.2 0.3 0.66
C -1.11315 -1.31064 3.64856 0.3 0.3 0.2 0.06
N -2.14215 -2.03259 4.15640 -0.3 0.2 -0.3 -0.33
N -3.09336 -1.89189 3.28794 0.2 -0.1 0.4 -0.48
N -2.69169 -1.08463 2.27691 0.0 0.2 -0.2 -0.28
N -1.46294 -0.71114 2.48743 -0.6 -0.5 -0.2 0.25
H 0.17872 -1.64264 5.14507 0.1 0.0 -0.1 0.32
C 4.32101 -3.71646 -1.28790 0.0 0.0 -0.1 -0.68
N 4.83719 -3.30296 0.01412 0.0 -0.3 0.0 0.24
C 5.61375 -4.08621 0.84372 -0.2 0.0 -0.2 -0.22
C 5.87777 -3.36085 1.95471 0.0 0.3 0.1 -0.60
N 5.29984 -2.13078 1.76529 0.1 -0.2 -0.1 0.05
C 4.65735 -2.09853 0.58440 -0.1 0.1 0.1 0.23
S 3.79140 -0.76587 -0.04828 0.4 0.0 -0.3 -0.05
H 3.97000 -4.74234 -1.22147 0.0 0.0 0.1 0.36
H 5.10432 -3.65896 -2.04116 0.0 0.1 0.0 0.32
H 3.49420 -3.06633 -1.56102 0.0 0.0 0.0 0.07
H 5.90547 -5.08772 0.57598 0.0 0.1 0.0 0.47
H 6.42391 -3.61687 2.84620 0.0 0.0 0.0 0.44
H 5.18567 -1.39495 2.45278 0.0 0.1 0.1 0.32
C -3.75267 -2.52700 -1.42344 0.1 -0.1 0.1 -1.55
C -2.36825 -1.99746 -1.70612 -0.1 0.0 -0.1 0.50
O -1.45988 -2.53651 -0.70680 -0.1 0.0 0.2 -0.05
P -0.13764 -1.79770 -0.25409 0.0 0.1 -0.2 -0.02
O 0.81614 -1.86581 -1.53606 0.0 0.2 0.1 -0.22
C 0.87935 -0.71542 -2.42131 0.1 0.0 -0.1 0.59
C 1.63580 -1.10951 -3.66636 -0.1 -0.1 0.1 -1.57
O 0.49643 -2.83601 0.75107 -0.2 0.1 0.1 -0.25
C 0.28436 -4.28401 0.71596 0.0 -0.1 0.0 -0.31
C -0.92604 -4.68906 1.52294 0.0 0.1 0.0 -1.09
H -4.47475 -2.04165 -2.08109 0.0 0.0 0.0 0.44
H -4.02232 -2.32510 -0.38533 -0.1 0.0 -0.1 0.28
H -3.79772 -3.60267 -1.59492 0.0 0.0 0.0 0.39
H -2.35335 -0.90753 -1.66296 0.1 0.1 0.1 -0.24
H -2.00680 -2.31641 -2.68424 0.0 0.0 0.0 0.26
H 1.38496 0.09925 -1.89770 0.0 0.0 0.0 0.10
H -0.13289 -0.38877 -2.67309 0.0 -0.1 0.0 0.08
H 2.67370 -1.34481 -3.42760 0.0 0.0 0.0 0.29
H 1.61947 -0.28464 -4.37909 0.0 0.0 0.0 0.38
H 1.17468 -1.98193 -4.13007 0.0 0.0 0.0 0.39
H 1.19410 -4.69586 1.14690 0.1 0.0 0.0 0.37
H 0.19955 -4.60867 -0.32072 0.0 0.0 0.0 0.38
H -0.86566 -4.30808 2.54480 0.0 -0.1 0.0 0.26
H -0.96989 -5.77809 1.56299 0.0 0.0 0.0 0.44
H -1.84359 -4.32346 1.06634 0.0 0.0 0.0 0.20